Entry 1:
37
Properties=species:S:1:pos:R:3 method="wB97M-V/def2-TZVPD" s_squared=0.79 spin_multiplicity=2 total_energy_ev=-141833.61840 gap_ev="7.737 / 7.717"
Co -0.42 1.44 0.09
O -0.64 2.89 3.69
C -0.54 2.25 2.67
O -0.44 2.71 1.47
C -0.45 0.74 2.73
C -0.47 0.08 3.97
C -0.29 -1.27 3.98
C -0.08 -1.96 2.77
C 0.15 -3.36 2.74
C 0.38 -4.00 1.56
C 0.39 -3.26 0.36
C 0.15 -1.92 0.35
C -0.09 -1.23 1.56
N -0.30 0.12 1.57
H -0.61 0.68 4.85
H -0.30 -1.82 4.91
H 0.15 -3.90 3.68
H 0.56 -5.06 1.54
H 0.57 -3.77 -0.58
H 0.13 -1.36 -0.58
Cl -1.82 2.35 -6.73
C -1.54 1.74 -5.14
C -1.31 2.62 -4.09
Cl -1.29 4.32 -4.33
C -1.08 2.11 -2.82
Cl -0.80 3.16 -1.46
C -1.08 0.73 -2.53
O -0.87 0.26 -1.33
C -1.32 -0.13 -3.62
Cl -1.30 -1.82 -3.30
C -1.54 0.37 -4.90
Cl -1.82 -0.72 -6.19
I 3.03 1.79 2.52
C 3.79 1.38 0.60
I 2.33 1.17 -0.95
H 4.33 0.45 0.64
H 4.43 2.20 0.31

Entry 2:
38
Properties=species:S:1:pos:R:3 method="wB97M-V/def2-TZVPD" spin_multiplicity=1 total_energy_ev=-116985.18703 gap_ev=5.875 total_charge=-2 e_above_lowest_kj_mol=39.3
O 3.80 3.22 -0.69
C 2.92 2.71 -0.14
Co 1.29 2.43 0.68
C 0.90 4.13 1.03
O 0.55 5.21 1.18
C 0.17 2.24 -0.64
O -0.63 2.24 -1.47
C 1.56 1.18 1.94
C 0.22 1.51 1.78
C -1.05 1.35 2.23
C -2.13 0.94 1.36
C -3.45 1.38 1.63
C -4.49 1.02 0.78
C -4.25 0.19 -0.32
C -2.97 -0.31 -0.56
C -1.90 0.08 0.25
Co 2.42 0.21 0.48
C 4.12 0.33 0.10
O 5.25 0.36 -0.17
C 1.51 0.03 -1.05
O 1.02 -0.17 -2.08
C 2.43 -1.32 1.33
O 2.48 -2.35 1.87
H 2.06 1.13 2.92
H -1.27 1.59 3.28
H -3.61 2.05 2.48
H -5.50 1.39 0.96
H -5.07 -0.12 -0.98
H -2.78 -1.02 -1.36
H -0.91 -0.37 0.13
H 2.23 -2.63 -0.54
N 2.04 -3.12 -1.41
C 0.81 -3.58 -1.48
C 0.68 -4.44 -2.86
F 0.00 -3.66 -3.77
F 1.84 -4.83 -3.44
F -0.08 -5.57 -2.65
O -0.22 -3.47 -0.81